Record 1
Below is a structure of composition C41H44Cl2O4V, with properties calculated with ωB97M-V/def2-TZVPD.

2S+1 = 1
total charge = +1
HOMO level = -10.23 eV
orbital gap = 1.562 eV

Atoms and positions in Å:
C 5.707 4.872 -0.644
C 4.217 4.557 -1.222
C 3.122 5.624 -0.683
C 3.282 5.920 0.911
C 1.870 5.936 1.684
C 1.023 4.565 1.542
C 1.844 3.245 1.966
C 2.049 2.192 0.730
C 0.862 1.091 0.780
C -0.404 1.185 -0.144
C -0.607 2.352 -1.252
C -0.187 1.643 -2.652
C -1.162 1.391 -3.830
C -0.570 0.644 -5.081
C 0.937 0.169 -5.143
C 1.545 -0.641 -6.401
C 1.912 0.464 -3.974
C 1.333 1.202 -2.727
C -1.591 0.142 -0.086
C -1.496 -1.050 0.898
C -2.638 -2.173 0.979
C -3.415 -2.244 -0.436
C -4.772 -1.411 -0.480
C -5.373 -0.623 0.759
C -6.726 0.155 0.674
C -7.592 0.205 -0.641
C -6.974 -0.542 -1.879
C -5.627 -1.310 -1.794
C -0.243 -1.174 1.799
C 0.925 -0.115 1.751
C 2.160 -0.419 2.747
O 2.729 0.481 3.424
C 2.569 -1.979 2.835
C 4.034 -2.489 2.869
C 4.356 -4.031 2.909
C 3.177 -5.075 2.922
Cl 3.661 -6.842 2.953
C 1.675 -4.591 2.885
C 0.491 -5.684 2.855
Cl 0.741 -6.636 1.266
C 0.465 -6.635 4.157
C -0.126 -8.114 3.817
C 1.405 -3.047 2.850
C -0.089 -2.434 2.800
O -1.022 -2.889 3.506
H 5.847 4.407 0.405
H 6.448 4.414 -1.380
H 5.840 6.009 -0.533
H 3.896 3.484 -0.985
H 4.228 4.678 -2.373
H 3.244 6.609 -1.249
H 2.090 5.189 -0.934
H 3.947 5.151 1.442
H 3.772 6.941 1.063
H 1.246 6.834 1.307
H 2.083 6.151 2.794
H 0.603 4.549 0.480
H 0.113 4.677 2.250
H 2.833 3.595 2.414
H 1.175 2.683 2.722
H 1.936 2.796 -0.231
H 3.084 1.717 0.833
H -1.702 2.670 -1.355
H 0.067 3.254 -1.078
H -2.251 1.725 -3.782
H -1.192 0.387 -6.007
H 2.684 -0.797 -6.276
H 1.278 -0.177 -7.407
H 1.095 -1.706 -6.311
H 3.022 0.185 -3.947
H 2.066 1.410 -1.862
H -2.502 0.287 -0.776
H -2.081 -3.181 1.080
H -3.321 -2.050 1.883
H -3.703 -3.358 -0.579
H -2.695 -2.011 -1.307
H -4.826 -0.591 1.771
H -7.182 0.725 1.565
H -8.599 0.765 -0.681
H -7.584 -0.520 -2.854
H -5.244 -1.824 -2.736
H 4.895 -1.723 2.839
H 5.450 -4.393 2.902
H -0.550 -5.204 2.757
H -0.226 -6.101 4.918
H 1.489 -6.699 4.691
H -1.118 -8.008 3.234
H -0.315 -8.727 4.779
H 0.602 -8.717 3.153
O -10.764 -0.194 -6.159
V -9.140 -0.463 -5.614
O -7.512 -0.734 -5.068

Force components x, y, z for each atom (eV/Å):
C -0.951 -0.375 -0.046
C 0.152 1.090 -0.201
C 0.620 -0.629 0.464
C -0.787 -0.044 0.005
C 0.226 0.174 -0.031
C -0.212 0.962 0.580
C -1.189 -0.031 -0.378
C -1.128 0.201 0.819
C -1.769 -2.112 0.122
C -0.534 -1.512 1.332
C 0.432 -1.489 -0.945
C 1.268 -0.887 -1.479
C 4.241 -1.670 -0.583
C 1.827 0.548 2.646
C 0.099 1.295 1.875
C -0.584 -0.466 1.415
C -4.201 1.730 1.308
C -1.201 -1.279 -3.202
C 3.221 -0.504 2.341
C 1.879 1.992 0.276
C 1.236 0.057 -1.194
C -0.893 -0.614 0.655
C -3.250 2.187 -0.803
C -2.024 0.512 -2.236
C 0.403 -1.353 -2.850
C 4.271 -2.071 0.686
C 1.222 -0.109 2.627
C -1.105 1.455 2.544
C -0.108 1.865 -1.579
C -2.195 -0.259 -1.573
C 0.861 1.251 1.147
O -1.993 -3.463 -2.875
C 0.445 -3.277 -0.108
C -2.439 -2.004 0.032
C -3.681 1.138 -0.158
C 0.059 3.760 -0.143
Cl -0.739 2.489 -0.036
C 2.029 1.795 0.198
C 0.415 0.676 0.504
Cl -0.282 0.681 0.922
C -0.280 -0.329 0.345
C 0.103 0.194 -0.015
C 2.299 -0.522 -0.229
C -0.456 -0.616 1.022
O 2.980 1.557 -2.748
H -0.149 0.703 -1.771
H -0.741 0.802 1.206
H -0.024 -1.744 -0.366
H 0.530 1.488 -0.242
H 0.073 -0.377 1.801
H -0.198 -1.388 0.713
H 1.341 0.810 0.448
H -0.850 1.017 -1.013
H -0.606 -1.444 -0.216
H 0.847 -1.517 0.512
H -0.340 -0.424 -1.549
H 0.591 -0.287 1.398
H 1.405 -0.209 -1.229
H -1.346 -0.915 -0.503
H 1.584 0.996 -0.871
H 0.451 -1.035 1.216
H -1.574 0.442 -0.379
H 1.582 -0.424 0.477
H -1.050 -1.277 -0.149
H 1.789 -0.554 -0.119
H 0.853 0.591 1.678
H -1.923 0.608 -0.251
H 0.374 -0.627 1.446
H 0.597 1.696 -0.456
H -1.957 0.351 -0.350
H -1.574 -0.292 -1.479
H 1.680 -0.279 1.235
H -0.997 1.642 0.039
H 1.012 -0.146 -1.319
H 0.273 1.797 0.128
H -1.265 -0.088 1.340
H -0.955 -0.100 -1.891
H 1.200 -1.172 -1.379
H 1.923 -1.065 0.056
H 1.458 -0.214 1.616
H -0.644 0.793 1.452
H -1.590 -1.469 0.114
H -2.101 0.630 0.048
H 1.916 -0.590 0.049
H 1.002 -0.853 -1.313
H -1.594 0.029 -1.190
H 1.569 -0.198 1.009
H 0.301 1.180 -1.510
H -1.144 1.117 1.122
O 4.280 -0.776 1.417
V -0.721 0.241 -0.254
O -3.572 0.541 -1.175

Löwdin population analysis, charges in e, atoms 1 to 5: number 1, C, carries -0.1259; number 2, C, carries -0.2504; number 3, C, carries -0.1969; number 4, C, carries -0.2073; number 5, C, carries -0.2137



Record 2
Below is a structure of composition C41H44ClMoN2P2S, with properties calculated with ωB97M-V/def2-TZVPD.

2S+1 = 3
expectation value of S² = 2.1592
total charge = +3
HOMO level (alpha / beta) = -16.47 / -16.45 eV
orbital gap (alpha / beta) = 4.372 / 5.207 eV

Atoms and positions in Å:
Mo 0.017 -0.274 -0.123
Cl 0.657 -2.183 -1.324
P 1.767 -0.320 1.581
P -1.819 0.016 -1.720
C 2.041 1.040 2.793
C 3.473 -0.475 0.882
C 1.521 -1.762 2.678
C -3.425 -0.826 -1.452
C -2.365 1.702 -2.198
C -1.161 -0.591 -3.333
C 1.883 0.862 4.173
C 2.139 1.910 5.058
C 2.582 3.146 4.584
C 2.783 3.317 3.212
C 2.495 2.281 2.332
H 1.577 -0.101 4.574
H 1.997 1.736 6.126
H 2.784 3.970 5.273
H 3.177 4.256 2.822
H 2.661 2.445 1.267
C 0.260 -1.958 3.264
C 0.028 -3.079 4.058
C 1.060 -3.995 4.279
C 2.322 -3.796 3.704
C 2.549 -2.686 2.890
H -0.562 -1.275 3.055
H -0.965 -3.228 4.488
H 0.873 -4.870 4.904
H 3.138 -4.497 3.879
H 3.520 -2.542 2.419
C 4.627 -0.128 1.605
C 5.896 -0.295 1.040
C 6.034 -0.804 -0.258
C 4.892 -1.153 -0.979
C 3.637 -0.973 -0.416
H 4.550 0.280 2.613
H 6.771 -0.022 1.629
H 7.016 -0.929 -0.714
H 4.954 -1.572 -1.986
H 2.771 -1.257 -1.018
C -1.956 2.319 -3.384
C -2.354 3.620 -3.684
C -3.163 4.322 -2.793
C -3.579 3.713 -1.605
C -3.176 2.415 -1.306
H -1.330 1.787 -4.093
H -2.027 4.075 -4.619
H -3.496 5.338 -3.019
H -4.235 4.250 -0.919
H -3.520 1.943 -0.387
C -3.489 -1.923 -0.576
C -4.706 -2.518 -0.267
C -5.878 -2.073 -0.887
C -5.816 -1.028 -1.822
C -4.598 -0.398 -2.102
H -2.591 -2.330 -0.105
H -4.707 -3.338 0.454
H -6.827 -2.554 -0.640
H -6.708 -0.684 -2.346
H -4.569 0.424 -2.825
C -1.935 -1.403 -4.165
C -1.371 -1.950 -5.319
C -0.027 -1.712 -5.631
C 0.750 -0.906 -4.795
C 0.172 -0.316 -3.677
H -2.970 -1.614 -3.909
H -1.997 -2.567 -5.966
H 0.430 -2.147 -6.521
H 1.811 -0.738 -4.995
H 0.800 0.324 -3.055
H -1.054 -2.038 1.103
H -0.492 -1.551 0.835
C -1.648 6.350 0.018
C -1.606 5.134 0.933
N -0.526 4.229 0.519
C -0.491 2.927 0.850
S 0.458 1.986 -0.240
N -1.074 2.461 1.977
C -0.940 3.172 3.279
C -2.286 3.326 3.955
H -0.687 6.881 0.022
H -2.397 7.029 0.432
H -1.911 6.085 -1.016
H -1.378 5.476 1.955
H -2.581 4.604 0.959
H -0.076 4.448 -0.379
H -1.127 1.443 2.062
H -0.189 2.614 3.854
H -0.525 4.167 3.092
H -2.754 2.362 4.159
H -2.166 3.821 4.918
H -2.960 3.930 3.333

Force components x, y, z for each atom (eV/Å):
Mo 1.658 -1.870 -3.085
Cl -0.563 1.384 1.476
P 2.498 0.001 3.000
P -3.025 0.855 -2.652
C -0.444 0.303 -0.003
C -0.197 -0.060 -0.813
C -0.297 -0.201 -0.487
C 0.231 -0.348 0.361
C 0.328 0.378 0.555
C 0.576 -0.198 0.196
C -0.111 -0.203 -0.061
C 0.054 0.067 0.041
C -0.005 -0.111 -0.035
C -0.073 0.066 0.086
C 0.058 0.188 -0.306
H 0.030 0.205 -0.064
H 0.087 0.122 -0.297
H -0.023 -0.328 -0.193
H -0.135 -0.233 0.137
H 0.128 -0.079 0.253
C 0.247 -0.510 -0.069
C -0.096 0.216 -0.064
C 0.241 -0.010 0.001
C -0.273 0.062 0.136
C -0.129 0.074 0.004
H 0.101 0.085 0.282
H 0.406 -0.034 -0.056
H 0.100 0.242 -0.207
H -0.308 0.121 -0.024
H -0.188 -0.069 0.133
C 0.009 0.234 0.209
C -0.403 -0.066 -0.058
C -0.193 -0.016 0.039
C 0.161 0.018 0.006
C -0.385 -0.179 -0.249
H 0.015 -0.133 -0.246
H -0.204 -0.096 -0.187
H -0.228 0.053 0.227
H 0.131 0.194 0.331
H 0.529 0.187 0.284
C 0.143 -0.115 -0.030
C -0.076 0.077 0.141
C -0.073 -0.030 0.004
C 0.006 -0.069 -0.015
C 0.012 0.179 0.064
H -0.094 0.059 0.070
H -0.127 -0.094 0.234
H 0.132 -0.341 0.001
H 0.132 -0.143 -0.183
H -0.022 0.058 -0.088
C -0.101 0.288 0.096
C 0.028 -0.073 -0.129
C 0.177 0.085 -0.036
C 0.283 -0.078 0.050
C -0.004 -0.023 0.146
H -0.227 0.149 -0.220
H -0.219 0.226 -0.304
H 0.283 0.239 -0.161
H 0.204 -0.177 0.228
H -0.018 -0.314 0.333
C 0.028 -0.026 0.185
C 0.160 0.171 -0.093
C -0.113 -0.049 0.087
C -0.113 0.202 0.054
C -0.008 -0.241 -0.062
H 0.203 -0.057 -0.089
H 0.262 0.175 0.158
H -0.238 0.047 0.274
H -0.404 -0.005 -0.108
H -0.112 -0.011 -0.012
H 0.477 0.880 -0.639
H -1.034 -2.307 1.848
C 0.066 -0.047 0.025
C -0.120 0.751 0.670
N -0.236 -1.704 -0.466
C -0.724 1.356 0.997
S 0.524 0.160 -0.986
N 0.864 -0.029 -1.131
C -0.266 0.432 0.145
C -0.066 -0.067 0.132
H -0.216 -0.136 0.000
H 0.040 0.009 -0.262
H 0.026 0.091 0.344
H -0.257 -0.062 -0.371
H 0.654 0.035 -0.093
H -0.191 0.040 0.623
H 0.139 0.582 0.005
H -0.330 0.099 -0.030
H 0.135 -0.373 -0.078
H -0.041 -0.015 -0.089
H 0.028 0.065 -0.046
H 0.119 -0.182 0.203

Löwdin population analysis, charges in e, atoms 1 to 5: number 1, Mo, carries 0.6980; number 2, Cl, carries 0.3150; number 3, P, carries 0.9522; number 4, P, carries 0.9483; number 5, C, carries -0.3768



Record 3
Below is a structure of composition C41H44GeO3S4V, with properties calculated with ωB97M-V/def2-TZVPD.

2S+1 = 2
expectation value of S² = 0.8946
HOMO level (alpha / beta) = -6.01 / -5.94 eV
orbital gap (alpha / beta) = 6.115 / 6.042 eV

Atoms and positions in Å:
V 0.000 0.000 0.000
C -0.241 2.601 2.849
C 1.028 1.908 3.332
S 1.102 0.373 2.409
C 2.444 -0.509 3.202
C 2.394 -1.875 2.535
S 1.113 -1.825 1.228
C -0.301 -2.552 2.141
C -1.546 -2.728 1.272
S -2.081 -1.280 0.302
C -3.005 -0.304 1.532
C -2.177 0.620 2.423
S -0.999 1.655 1.477
H 0.001 3.605 2.483
H -0.958 2.727 3.667
H 0.983 1.723 4.409
H 1.911 2.519 3.116
H 2.290 -0.592 4.282
H 3.399 -0.011 3.012
H 2.185 -2.669 3.258
H 3.360 -2.105 2.071
H -0.539 -1.947 3.019
H 0.005 -3.538 2.508
H -2.384 -3.076 1.886
H -1.353 -3.525 0.545
H -3.612 -0.977 2.148
H -3.716 0.307 0.963
H -1.650 0.034 3.180
H -2.859 1.288 2.959
O 1.619 0.951 -0.508
C 2.099 0.329 -1.727
C 1.310 -1.067 -1.962
O 1.499 -1.632 -3.088
O 0.581 -1.492 -1.006
C 1.786 1.263 -2.910
C 2.684 1.446 -3.977
C 2.371 2.284 -5.050
C 1.146 2.946 -5.085
C 0.228 2.757 -4.054
C 0.541 1.917 -2.983
C 3.605 0.123 -1.456
C 4.380 1.197 -0.964
C 5.748 1.061 -0.714
C 6.379 -0.154 -0.959
C 5.642 -1.227 -1.452
C 4.271 -1.089 -1.698
H 1.534 1.930 -0.582
H 3.629 0.908 -3.994
H 3.078 2.397 -5.866
H 0.897 3.583 -5.927
H -0.743 3.241 -4.092
H -0.204 1.742 -2.208
H 3.905 2.155 -0.767
H 6.312 1.903 -0.327
H 7.441 -0.268 -0.763
H 6.124 -2.180 -1.646
H 3.731 -1.952 -2.087
C -1.331 1.449 -0.841
Ge -2.535 2.750 -1.646
C -4.052 2.994 -0.484
C -3.849 3.449 0.825
C -4.940 3.635 1.681
C -6.236 3.366 1.232
C -6.442 2.914 -0.075
C -5.354 2.727 -0.933
C -3.072 2.072 -3.371
C -2.808 2.797 -4.541
C -3.202 2.291 -5.784
C -3.859 1.059 -5.862
C -4.121 0.332 -4.698
C -3.727 0.836 -3.454
C -1.669 4.463 -1.815
C -0.337 4.633 -1.414
C 0.278 5.883 -1.539
C -0.435 6.966 -2.063
C -1.765 6.799 -2.462
C -2.382 5.551 -2.338
H -1.008 1.815 0.155
H -2.849 3.660 1.181
H -4.780 3.986 2.692
H -7.079 3.510 1.894
H -7.446 2.708 -0.423
H -5.530 2.380 -1.941
H -2.300 3.750 -4.498
H -2.998 2.853 -6.686
H -4.163 0.668 -6.824
H -4.628 -0.623 -4.758
H -3.934 0.266 -2.557
H 0.225 3.804 -1.006
H 1.307 6.013 -1.229
H 0.042 7.932 -2.159
H -2.317 7.638 -2.867
H -3.412 5.430 -2.648
H -0.284 -0.014 -1.729

Force components x, y, z for each atom (eV/Å):
V -5.152 2.608 -2.497
C 0.158 -0.069 1.162
C 0.520 0.430 0.601
S 1.021 1.287 2.168
C 0.328 0.397 0.481
C -0.012 0.004 0.043
S 0.885 -4.259 1.098
C -0.173 -0.146 0.251
C 0.062 -0.461 -0.036
S 0.256 -0.198 0.437
C -0.129 0.476 -0.016
C -0.493 -0.142 0.457
S -1.229 0.655 8.248
H -0.267 -0.269 -0.286
H 0.019 -0.021 -0.116
H 0.136 -0.057 -0.106
H -0.057 -0.085 0.163
H 0.011 0.179 -0.115
H -0.094 -0.032 0.117
H -0.148 0.056 -0.256
H -0.410 -0.040 -0.186
H 0.169 0.225 -0.071
H 0.037 0.099 -0.122
H 0.120 0.089 0.006
H -0.067 0.291 -0.075
H 0.190 -0.001 -0.047
H 0.218 -0.145 -0.160
H 0.293 0.086 -0.123
H 0.033 0.008 -0.122
O 1.135 1.096 -0.405
C 0.757 -0.144 -0.939
C 1.432 -1.081 -4.100
O -0.359 1.767 3.651
O 1.414 -2.301 -2.067
C 0.045 0.189 -0.558
C -0.081 -0.072 0.148
C -0.131 -0.242 0.369
C -0.071 -0.134 0.126
C 0.643 -0.203 -0.043
C 0.687 0.285 -0.550
C 0.691 -0.215 -0.386
C -0.141 -0.386 -0.108
C -0.538 -0.082 -0.097
C -0.096 -0.195 -0.073
C -0.237 0.326 0.104
C -0.118 0.066 0.063
H 0.088 -1.078 -0.305
H -0.135 0.102 0.118
H -0.060 -0.002 0.117
H 0.032 -0.012 0.065
H 0.820 -0.165 0.132
H 0.504 0.213 -0.443
H 0.059 -0.084 -0.052
H -0.078 -0.072 -0.065
H -0.089 0.026 -0.029
H -0.061 0.129 0.021
H -0.032 0.294 0.022
C 0.122 -2.056 0.372
Ge 0.804 -1.390 0.220
C -0.582 -0.017 0.175
C -0.806 0.009 0.002
C 0.007 -0.181 -0.443
C 0.307 -0.116 -0.325
C 0.375 0.105 0.239
C -0.032 0.240 0.770
C -0.334 0.219 -0.528
C -0.920 -0.783 -0.319
C -0.071 -0.235 0.365
C 0.162 0.204 0.440
C 0.223 0.392 0.065
C 0.060 0.278 -0.719
C 0.358 0.411 -0.001
C -0.321 0.949 -0.214
C -0.452 -0.067 -0.081
C -0.205 -0.462 0.037
C 0.215 -0.326 0.146
C 0.738 0.256 0.176
H -0.651 1.965 -7.703
H 0.001 0.042 -0.043
H -0.009 0.036 0.033
H -0.006 0.003 0.002
H -0.018 0.007 0.002
H 0.058 -0.025 -0.099
H -0.333 0.141 -0.018
H 0.007 -0.001 -0.027
H 0.007 -0.002 -0.001
H 0.005 -0.018 -0.007
H 0.050 -0.041 0.074
H -0.065 -0.110 0.010
H 0.030 0.019 -0.008
H 0.001 0.001 -0.005
H 0.000 0.021 -0.004
H -0.073 -0.015 0.000
H -0.965 1.557 1.809

Löwdin population analysis, charges in e, atoms 1 to 5: number 1, V, carries 0.2276; number 2, C, carries -0.4220; number 3, C, carries -0.4735; number 4, S, carries 0.7631; number 5, C, carries -0.4636



> Which formula does entry 2 have?

C41H44ClMoN2P2S



> Which of these has the highest 2S+1?

C41H44ClMoN2P2S



> The lowest 2S+1 belongs to which entry?

C41H44Cl2O4V